1.
# C35H79N9O11

A cluster of 11 separate species, C35H79N9O11 in total at a distorted geometry (ωB97M-V/def2-TZVPD, the Open Molecules 2025 dataset).

```
134
Properties=species:S:1:pos:R:3:mulliken_charge:R:1
C 2.67175 1.28558 -2.44233 0.182
N 3.79275 2.04402 -2.80309 0.216
C 3.76785 3.43603 -2.60788 -0.617
C 5.00571 1.51653 -2.97631 0.010
O 5.33856 0.36191 -3.03050 -0.476
H 2.61033 1.18848 -1.33619 -0.149
H 2.82539 0.25822 -2.80023 -0.559
H 1.73471 1.63258 -2.89804 0.456
H 4.75153 3.82626 -2.79153 0.342
H 2.97922 3.92286 -3.24085 0.178
H 3.54220 3.57340 -1.55366 0.171
H 5.73089 2.30702 -3.02770 0.291
C 3.56930 -1.71137 -4.97242 -0.555
N 2.18207 -2.09245 -5.06802 0.243
C 1.65206 -2.83247 -3.92199 -0.324
C 1.44658 -1.91666 -6.15852 0.002
O 0.33110 -2.35437 -6.37091 -0.577
H 3.74650 -1.28110 -4.00024 -0.028
H 3.72813 -0.92026 -5.73727 0.292
H 4.29360 -2.52020 -5.19822 0.280
H 2.36730 -2.76019 -3.12801 0.237
H 0.70525 -2.36797 -3.58648 -0.351
H 1.49703 -3.89984 -4.16382 0.415
H 1.96969 -1.41790 -6.96681 0.378
C -4.11965 -3.35484 -0.23603 -0.471
N -4.27756 -2.43611 0.86834 0.210
C -4.14918 -1.04133 0.64617 -1.095
C -4.49063 -2.89268 2.12175 -0.221
O -4.46778 -2.22732 3.13647 -0.545
H -4.99622 -3.43422 -0.87019 0.234
H -3.86028 -4.29389 0.23229 0.468
H -3.36759 -3.01004 -0.96009 -0.384
H -4.81254 -0.81809 -0.19311 0.625
H -4.59046 -0.58445 1.51285 0.375
H -3.10707 -0.66786 0.42312 -0.007
H -4.68257 -3.95135 2.23851 0.588
C -5.22766 2.70068 3.64061 -0.956
N -3.91877 3.09304 3.24747 0.250
C -3.23937 4.01491 4.10896 -0.707
C -3.26483 2.59390 2.17931 0.652
O -3.71516 1.90477 1.27852 -0.682
H -5.16359 2.15295 4.56512 0.342
H -5.49718 1.91078 2.90038 0.240
H -5.95267 3.51424 3.59770 0.319
H -3.69043 5.02844 4.18245 0.309
H -3.19941 3.65587 5.16982 0.271
H -2.22121 4.18325 3.77308 0.100
H -2.20137 2.88949 2.13081 -0.108
C -0.73969 -1.01477 5.74884 -1.081
N -1.57344 -0.77413 4.60506 0.280
C -1.44623 -1.80248 3.59192 -0.321
C -2.59475 0.10631 4.63676 0.238
O -2.85938 0.81150 5.59007 -0.706
H -0.79049 -2.05817 6.12006 0.278
H -1.05344 -0.36301 6.56665 0.382
H 0.28366 -0.68736 5.49100 0.250
H -2.12723 -1.51266 2.78997 -0.662
H -0.44100 -2.00038 3.23478 0.406
H -1.83165 -2.72894 4.03272 0.443
H -3.15643 0.04027 3.71924 0.421
C 6.00452 -1.01470 1.20164 -0.878
N 4.74310 -1.74911 0.93153 0.291
C 4.19392 -1.70226 -0.40721 -0.182
C 4.16747 -2.50625 1.91593 -0.067
O 3.18106 -3.19337 1.88978 -0.543
H 6.84301 -1.67500 0.89706 0.363
H 6.15545 -0.74485 2.25938 0.297
H 6.04836 -0.15193 0.51854 0.253
H 3.09016 -1.81020 -0.40692 -0.156
H 4.32668 -0.71255 -0.86143 -0.081
H 4.62980 -2.40678 -1.09503 0.446
H 4.66477 -2.28043 2.88616 0.296
C -2.56767 -0.95335 -5.34543 -0.752
N -3.24986 -1.64052 -4.31357 0.182
C -2.74330 -2.96058 -3.94695 -0.123
C -4.36231 -1.13701 -3.73630 0.036
O -4.91323 -1.76322 -2.84885 -0.536
H -2.97506 0.05947 -5.51661 0.238
H -2.67187 -1.47460 -6.34805 0.311
H -1.51131 -0.86055 -5.16901 0.146
H -1.66094 -2.88584 -4.17885 0.122
H -2.80301 -3.01888 -2.85492 -0.228
H -3.23591 -3.79533 -4.42548 0.458
H -4.73862 -0.17126 -4.09504 0.316
C 0.95913 -5.26613 3.09145 -0.784
N -0.14165 -4.96543 2.23782 0.328
C 0.11490 -4.37963 0.96982 -0.370
C -1.40484 -5.41057 2.52499 -0.065
O -2.46638 -5.33815 1.92338 -0.490
H 1.57854 -5.96828 2.52614 0.341
H 0.47561 -5.69167 3.97816 0.275
H 1.58605 -4.45585 3.46717 0.205
H 0.85840 -4.96785 0.35574 0.284
H -0.84324 -4.28542 0.47612 0.227
H 0.59837 -3.42430 1.23564 -0.104
H -1.48159 -5.87563 3.51772 0.284
C 3.44813 2.73704 1.60216 -0.735
N 2.16738 2.94193 2.26442 0.272
C 1.89106 2.15028 3.50688 -0.883
C 1.32442 3.93117 1.84789 0.055
O 0.22683 4.26256 2.34577 -0.604
H 4.23625 2.97830 2.30897 0.362
H 3.49684 3.48694 0.84607 0.159
H 3.42501 1.69932 1.17545 0.141
H 0.79961 2.19158 3.68703 0.194
H 2.20785 1.07647 3.44985 0.268
H 2.46629 2.64874 4.32842 0.375
H 1.64924 4.49698 0.93032 0.310
C -0.31056 6.24730 -1.06316 -0.670
C -0.65653 4.78185 -1.38536 -0.113
C 0.71040 4.12457 -1.51897 0.663
O 1.63703 5.12706 -1.17096 -0.461
C 1.15712 6.38953 -1.42685 -0.556
H -0.42766 6.42980 0.01133 0.210
H -1.05445 6.91825 -1.48412 0.420
H -1.32193 4.64542 -2.25164 0.499
H -1.24286 4.28445 -0.58445 -0.207
H 0.97609 3.70954 -2.51237 0.250
H 0.84949 3.28341 -0.80728 -0.500
H 1.37367 6.68400 -2.47131 0.296
H 1.79121 7.06759 -0.80089 0.289
C -1.24954 0.65872 -1.28160 -0.891
C -0.65049 0.70465 0.15310 2.415
C 0.34859 -0.46325 0.10794 0.740
O 0.49217 -0.77556 -1.23456 -0.171
C -0.83111 -0.67313 -1.80773 1.601
H -0.75310 1.50697 -1.80177 0.275
H -2.32602 0.78848 -1.37700 0.369
H -1.38559 0.58387 0.94313 -0.330
H -0.01812 1.59894 0.33203 -1.539
H 0.23552 -1.44793 0.79092 -1.705
H 1.32971 -0.12035 0.45478 0.352
H -1.45942 -1.52702 -1.47656 -0.751
H -0.69729 -0.77486 -2.92473 -0.531
```

As for the SMILES: CN(C)C=O.CN(C)C=O.CN(C)C=O.CN(C)C=O.CN(C)C=O.CN(C)C=O.CN(C)C=O.CN(C)C=O.CN(C)C=O.C1CCOC1.C1CCOC1. As for the HOMO energy: -8.441 eV. The calculation puts the energy above the lowest of the compared OMol25 structures with the same formula, charge and spin at 135.3 kcal/mol. The lowest unoccupied orbital energy is 0.19 eV. The strongest force on any atom comes out at 2.79 eV Å⁻¹.

---

2.
# C35H83NO16S9

A cluster of 10 separate species, C35H83NO16S9 in total at a distorted geometry (ωB97M-V/def2-TZVPD, the Open Molecules 2025 dataset).

```
144
Properties=species:S:1:pos:R:3:mulliken_charge:R:1
C -5.12713 -1.17190 -4.95917 -0.913
C -4.18665 -2.33802 -4.35108 0.664
O -4.60061 -3.52856 -4.28162 -0.553
O -2.88198 -1.91902 -3.94383 -0.387
C -2.36828 -2.76128 -2.86472 0.169
C -0.97203 -2.20131 -2.23792 -0.232
C -1.27056 -1.16136 -1.04497 -0.410
C 0.09635 -0.30801 -0.76999 -0.570
C -0.22905 1.21349 -0.29784 -0.516
C 0.19954 1.50008 1.23811 1.567
C 1.79475 1.56063 1.44559 -1.028
N 2.59642 1.69459 0.20066 -0.570
O -0.33106 0.29208 1.90651 -0.447
C -1.76211 0.49822 2.03425 0.283
O -2.65269 -0.38190 2.17490 -0.646
O -1.97363 1.93145 1.91950 -0.386
C -0.65206 2.56956 2.07752 0.250
C -0.51799 2.60792 3.68122 -0.482
C 0.72230 3.45209 4.24025 -0.195
O 0.72406 4.68199 4.51426 -0.454
C -0.48780 4.10202 1.62874 -0.580
C -1.09407 4.45942 0.18239 -0.855
C 0.01732 4.66600 -0.98047 0.068
C -0.09151 6.12610 -1.70393 -0.309
O -0.25461 5.93837 -3.15739 -0.528
H -6.20666 -1.36253 -4.61417 0.299
H -4.80012 -0.15887 -4.53997 0.259
H -5.12270 -1.19662 -6.09983 0.266
H -2.08362 -3.77585 -3.34812 0.156
H -3.12690 -2.90243 -1.99986 0.150
H -0.37170 -3.10797 -1.85045 0.048
H -0.41620 -1.68389 -3.10340 0.331
H -2.01417 -0.38059 -1.47362 0.148
H -1.66411 -1.67701 -0.10585 0.107
H 0.62622 -0.26188 -1.80106 0.241
H 0.82261 -0.85526 -0.07396 0.322
H 0.33109 1.89011 -1.05065 0.139
H -1.34980 1.42397 -0.49460 0.444
H 2.11340 2.43860 2.13051 0.179
H 2.11348 0.60707 2.00731 0.296
H 2.29350 2.47650 -0.39128 0.218
H 2.68625 0.81245 -0.31761 0.349
H -1.46992 3.14434 4.06808 0.440
H -0.49385 1.58512 4.19050 0.247
H 1.69962 2.86921 4.46417 0.341
H 0.63847 4.36681 1.59623 0.337
H -1.01159 4.73469 2.44461 0.417
H -1.86246 3.67540 -0.16971 0.130
H -1.65454 5.47137 0.25825 0.577
H -0.20011 3.85272 -1.77620 0.034
H 1.08007 4.46853 -0.56850 0.090
H -0.99064 6.73063 -1.34332 0.259
H 0.87804 6.73823 -1.58347 0.184
H 0.32146 5.16768 -3.39532 0.285
C 0.25855 -6.84747 -3.69840 -0.759
S 0.48158 -6.15469 -2.04590 0.637
O 0.73094 -4.68568 -2.20558 -0.708
C 2.07465 -6.94282 -1.73160 -1.055
H -0.67112 -6.45692 -4.11551 0.351
H 1.09330 -6.55852 -4.33957 -0.019
H 0.19553 -7.93519 -3.63181 0.405
H 2.79360 -6.64725 -2.49863 0.404
H 1.95000 -8.02678 -1.73060 0.375
H 2.43270 -6.61969 -0.75424 0.248
C 2.71263 -3.74528 -6.81159 -1.053
S 1.50057 -5.00142 -6.34982 0.762
O 2.18035 -6.33120 -6.42756 -0.694
C 0.48242 -4.82563 -7.83109 -1.042
H 3.48052 -3.70473 -6.03806 0.304
H 3.17287 -4.00517 -7.76674 0.349
H 2.22024 -2.77376 -6.88364 0.356
H 1.08426 -5.01723 -8.72149 0.354
H 0.06591 -3.81748 -7.86858 0.357
H -0.33060 -5.55089 -7.77993 0.306
C -0.31071 -7.91083 3.23316 -0.766
S 0.08033 -6.58401 2.07343 0.632
O 0.47388 -7.22150 0.77876 -0.606
C 1.59692 -6.05887 2.90158 -1.035
H -1.21590 -8.41437 2.89090 0.370
H 0.50961 -8.62683 3.27030 0.046
H -0.48495 -7.48868 4.22435 0.370
H 2.29790 -6.89390 2.95899 0.300
H 1.35820 -5.69888 3.90392 0.409
H 2.04395 -5.24887 2.32353 0.312
C -4.61859 0.12691 7.45988 -1.006
S -3.03451 -0.23625 6.67265 0.413
O -2.58735 1.00580 5.97203 -0.510
C -3.70327 -1.35212 5.42001 -0.897
H -4.44954 0.84646 8.26201 0.324
H -5.30830 0.55341 6.72918 0.305
H -5.03537 -0.79069 7.87921 0.391
H -4.45061 -0.83142 4.81854 0.294
H -4.15099 -2.22006 5.90797 0.491
H -2.88561 -1.68046 4.77697 0.213
C 3.02789 -11.27606 6.03837 -0.950
S 2.17041 -10.69365 4.55988 0.532
O 0.89008 -10.06116 5.00393 -0.603
C 1.77059 -12.33473 3.92130 -0.938
H 3.33994 -10.40881 6.62162 0.324
H 2.35764 -11.89457 6.63801 0.303
H 3.90853 -11.85079 5.74568 0.362
H 1.17990 -12.88587 4.65530 0.309
H 2.69346 -12.87379 3.69998 0.357
H 1.19184 -12.21738 3.00429 0.302
C 2.03575 10.04568 -5.58195 -0.913
S 1.12766 9.54664 -4.10259 0.446
O 2.08995 8.83404 -3.20453 -0.584
C 0.11960 8.29263 -4.92064 -0.786
H 2.76335 10.80853 -5.30154 0.314
H 2.55744 9.18609 -6.00663 0.245
H 1.33984 10.46139 -6.31285 0.410
H 0.76239 7.54378 -5.38669 0.247
H -0.51165 8.76759 -5.67445 0.435
H -0.50974 7.81358 -4.17272 0.193
C 5.55452 8.88884 -4.08232 -0.798
S 6.74710 9.35080 -5.35605 0.470
O 5.99928 10.07856 -6.42682 -0.609
C 7.04256 7.67015 -5.94826 -0.905
H 5.19721 9.79736 -3.59620 0.296
H 4.71099 8.36442 -4.53451 0.168
H 6.04041 8.25045 -3.34210 0.425
H 6.10443 7.22288 -6.28219 0.288
H 7.47904 7.07299 -5.14562 0.343
H 7.74055 7.71600 -6.78515 0.318
C -4.64772 -4.22271 1.83652 -0.731
S -5.06501 -3.76160 0.14136 0.367
O -3.81709 -3.24614 -0.50181 -0.572
C -6.07503 -2.33155 0.58360 -0.803
H -3.98016 -5.08494 1.80611 0.303
H -4.14491 -3.39162 2.33527 0.033
H -5.55875 -4.48935 2.37572 0.412
H -5.48112 -1.62097 1.16211 0.097
H -6.93806 -2.66157 1.16473 0.413
H -6.41890 -1.85390 -0.33474 0.318
C -0.02723 8.90803 8.14412 -0.903
S 1.55861 8.54790 7.35801 0.484
O 2.00115 9.78884 6.65247 -0.623
C 0.89340 7.42356 6.11164 -0.898
H 0.13897 9.63178 8.94310 0.317
H -0.71881 9.32853 7.41170 0.294
H -0.44030 7.99054 8.56752 0.333
H 0.14343 7.93824 5.50820 0.351
H 0.44942 6.55639 6.60321 0.326
H 1.71110 7.09472 5.46992 0.318
```

As for the HOMO energy: -8.093 eV. The lowest unoccupied orbital energy is 0.23 eV. The strongest force on any atom comes out at 6.07 eV Å⁻¹.